This record from the OMol25 dataset describes a 3-piece molecular cluster, C26H41ClN4O9P3 overall at a distorted geometry. The level of theory is ωB97M-V/def2-TZVPD.

The geometry in XYZ format:
```
84
Properties=species:S:1:pos:R:3:mulliken_charge:R:1
Cl 0.63842 3.41015 3.65384 -0.128
P 1.48662 4.33063 1.97065 0.239
P -0.34725 -1.92841 5.97781 1.131
P 1.73067 -1.16234 -6.11935 1.246
O 1.23417 -1.41890 6.29157 -0.272
O 0.86602 -1.95538 -4.96277 -0.425
O 0.11907 -2.32779 4.44676 -0.345
O -1.82913 -2.19056 5.84708 -0.753
O 1.20245 -2.29762 -7.25028 -0.281
O 2.18684 0.02294 -5.29353 -0.786
O 3.16448 4.21519 2.01203 -0.460
O 0.05546 -3.34535 6.72472 -0.361
O 3.12530 -2.04082 -6.01801 -0.335
N 1.91286 2.88793 -0.32122 -0.730
N -3.17662 3.26896 -1.48486 -0.357
N 1.55821 2.18042 -1.37580 0.257
N -3.59290 3.41340 2.54438 -0.580
C -2.37348 2.18001 -1.37950 0.423
C -4.10202 0.51830 -2.04311 -0.461
C 0.25438 1.96162 -1.65743 -0.632
C -2.61684 5.75900 2.34536 -0.648
C -0.55952 3.26475 0.26080 0.247
C -1.61819 3.85595 1.18624 0.252
C -0.15297 -1.41246 3.39723 -0.496
C -2.71836 0.79402 -1.62109 -0.595
C 2.80032 -1.89631 -9.07497 -0.986
C 4.38096 -1.39053 -5.82776 -0.338
C -1.55423 -5.15608 6.72252 -1.204
C -0.90284 -4.04307 7.51994 -0.348
C 1.19638 -1.32936 8.74675 -1.011
C 1.34659 -1.93792 -8.63822 -0.350
C -2.62945 2.95634 1.71524 -0.364
C 4.77921 -1.40984 -4.36452 -1.131
C 1.41785 -0.57856 7.44530 -0.322
C 0.91236 3.35969 0.42553 0.661
C -0.41251 -1.44757 -4.61445 -0.135
C 0.79698 -0.22694 3.42922 -0.498
C -4.43136 2.98539 -1.90316 -0.208
C -1.54828 5.30321 1.43827 -0.051
C -4.98981 1.67197 -2.20182 -0.493
C -3.53156 4.73603 2.82371 -0.256
C -0.91750 2.44996 -0.95325 0.168
C -1.45206 -1.76566 -5.67446 -1.058
H 0.66344 0.40065 2.54388 0.148
H 2.30374 1.78610 -1.96321 0.285
H -2.69167 6.82100 2.66696 0.380
H 0.62009 0.38907 4.31418 0.113
H 1.83455 -0.56332 3.47349 0.295
H 1.76393 -2.26036 8.76054 0.244
H 3.44185 3.27575 2.02473 0.344
H 0.86162 -0.97521 -8.81710 0.312
H 0.74923 0.28380 7.37817 0.296
H -2.60136 1.87746 1.43194 0.431
H 5.12460 -1.93822 -6.41233 0.390
H -1.24226 -1.22366 -6.60021 0.208
H 0.81404 -2.69228 -9.21866 0.349
H -5.12823 3.85602 -2.00841 0.370
H -2.45091 -1.48525 -5.33400 0.415
H 0.05857 1.31753 -2.55600 0.684
H 5.67691 -0.81006 -4.19999 0.373
H 0.14194 -1.58595 8.87530 0.259
H 4.97977 -2.43243 -4.03930 0.303
H 2.87089 -1.78062 -10.15804 0.423
H 3.32212 -2.80698 -8.77911 0.242
H 2.44374 -0.20880 7.40921 0.348
H -0.76610 5.97077 1.02589 0.513
H -2.36976 -5.61102 7.28831 0.365
H 1.49679 -0.71565 9.59829 0.421
H -4.43199 -0.52183 -2.24301 0.428
H 4.35803 -0.37306 -6.22330 0.369
H -2.01651 -0.05522 -1.48694 0.504
H -0.69678 -1.92188 -3.67214 0.364
H 3.98268 -1.02904 -3.72254 0.209
H -0.02495 -1.95657 2.45902 0.345
H -6.03028 1.48490 -2.53828 0.364
H -1.19506 -1.07949 3.44991 0.300
H -0.35028 -0.36670 -4.43858 0.118
H -0.36939 -4.47240 8.37241 0.384
H -1.44430 -2.82941 -5.91560 0.277
H -1.64623 -3.35559 7.92864 0.388
H -4.31338 5.10385 3.53954 0.369
H -1.94886 -4.79605 5.77124 0.295
H 3.32304 -1.05402 -8.61418 0.253
H -0.82199 -5.93019 6.48387 0.296
```

Output
DFT total energy, Ha: -3395.4423
F_max, eV/A: 8.9
Net charge: +1
Kohn-Sham gap, eV: 6.71